Entry 1:
Molecular formula: C50H141N9O16
Method: DFT, ωB97M-V/def2-TZVPD

HOMO energy (eV): -8.536
Largest force on an atom (hartree/bohr): 0.0527
ΔE to the lowest compared entry with this formula, charge and spin (kcal/mol): 43.7
M (g mol⁻¹): 1124.7

Each line ends with the Löwdin charge.
Atoms and positions in Å:
O 16.085 21.308 17.475  -0.204
O 19.757 16.651 18.932  -0.120
O 22.652 16.627 17.258  -0.228
O 19.846 20.356 17.132  -0.207
O 17.603 15.274 22.038  -0.094
O 18.538 14.814 17.448  -0.235
O 15.906 14.844 13.456  -0.128
O 21.347 8.592 17.755  -0.200
O 20.257 14.477 12.147  -0.185
O 13.213 14.441 13.190  -0.248
O 15.266 10.819 12.296  -0.222
O 21.528 12.313 18.878  -0.117
O 17.245 17.218 20.165  -0.131
O 18.407 18.311 13.119  -0.177
O 12.457 13.258 18.861  -0.117
O 11.411 16.132 16.826  -0.090
N 24.552 18.829 17.010  0.047
N 12.683 20.094 18.482  0.039
N 20.796 22.267 18.511  0.046
N 20.127 17.147 9.607  0.037
N 18.937 7.117 17.351  0.028
N 15.250 20.041 13.875  0.055
N 13.801 17.088 14.448  0.090
N 16.396 11.550 15.831  0.048
N 16.639 16.481 15.970  0.071
C 18.924 8.543 17.716  -0.417
C 16.689 15.227 12.322  -0.295
C 12.141 15.398 13.429  -0.150
C 21.698 16.576 16.195  -0.096
C 22.815 21.120 19.266  -0.061
C 13.420 13.432 19.922  -0.260
C 13.130 14.922 20.295  -0.068
C 19.604 18.202 13.886  -0.094
C 20.202 8.799 18.578  -0.182
C 17.062 14.562 17.483  -0.126
C 21.666 17.023 20.315  -0.066
C 14.809 9.695 11.609  -0.131
C 20.864 19.958 18.005  -0.203
C 22.713 12.471 16.781  -0.065
C 14.108 20.101 18.412  -0.463
C 14.628 21.339 17.655  -0.140
C 16.372 19.917 11.612  -0.049
C 21.755 21.207 18.187  -0.436
C 20.309 15.777 10.090  -0.420
C 25.861 17.470 15.415  -0.065
C 12.970 13.156 13.773  -0.069
C 16.387 11.577 14.348  -0.394
C 16.257 15.814 17.224  -0.387
C 17.594 8.714 18.501  -0.070
C 16.150 19.279 12.979  -0.437
C 10.765 14.882 16.925  -0.349
C 17.856 11.472 13.854  -0.032
C 19.235 13.639 17.041  -0.080
C 14.492 18.796 17.764  -0.059
C 16.482 14.282 11.148  -0.063
C 18.753 19.478 17.090  -0.102
C 14.797 15.389 16.993  -0.032
C 21.392 14.989 9.322  -0.045
C 16.954 14.087 21.640  -0.308
C 13.322 17.098 12.000  -0.043
C 16.920 18.386 21.009  -0.235
C 23.993 16.447 16.719  -0.180
C 22.725 12.861 18.264  -0.286
C 22.600 8.773 18.387  -0.102
C 20.740 16.027 19.733  -0.300
C 15.455 10.487 13.693  -0.183
C 16.821 21.406 18.701  -0.096
C 9.661 14.882 17.959  -0.081
C 12.768 16.820 13.416  -0.372
C 20.435 15.794 11.645  -0.199
C 17.955 13.148 20.957  -0.086
C 17.439 19.055 13.758  -0.256
C 20.569 14.283 13.508  -0.108
C 24.471 17.746 16.058  -0.444
C 15.449 18.422 21.414  -0.062
H 20.164 15.505 20.502  0.111
H 14.338 22.243 18.206  0.122
H 18.099 17.294 19.666  0.069
H 14.219 16.452 11.940  0.057
H 17.120 14.600 10.276  0.078
H 13.848 18.003 18.123  0.068
H 21.373 19.078 17.624  0.103
H 21.673 12.293 19.859  0.111
H 21.355 16.288 11.958  0.126
H 17.547 18.495 21.883  0.114
H 16.871 10.669 16.073  0.058
H 19.223 15.965 18.517  0.032
H 26.159 18.386 14.919  0.063
H 17.736 15.176 12.671  0.102
H 15.199 17.558 22.023  0.069
H 21.915 17.217 15.339  0.075
H 23.577 21.886 19.088  0.075
H 11.882 12.851 13.741  0.107
H 15.392 14.286 10.859  0.086
H 14.472 10.586 14.225  0.118
H 21.049 14.924 8.313  0.060
H 12.254 20.866 18.937  0.059
H 21.147 15.283 19.047  0.095
H 15.294 19.270 22.088  0.086
H 14.968 14.852 13.198  0.031
H 16.682 13.205 11.418  0.077
H 24.564 16.294 17.659  0.136
H 18.194 6.878 16.696  0.072
H 14.684 10.097 10.601  0.092
H 19.085 12.787 17.694  0.080
H 23.581 12.404 18.699  0.093
H 22.374 15.456 9.370  0.074
H 22.074 13.180 16.257  0.033
H 19.848 6.851 17.021  0.060
H 23.725 17.958 15.280  0.128
H 16.219 14.400 20.903  0.078
H 22.731 8.155 19.288  0.094
H 10.041 15.277 18.897  0.071
H 20.427 17.803 13.277  0.073
H 13.201 12.765 20.753  0.108
H 19.477 17.474 14.690  0.060
H 15.552 18.598 18.043  0.081
H 16.445 13.595 22.497  0.122
H 19.711 17.276 8.677  0.080
H 13.427 17.057 15.413  0.056
H 11.784 15.242 14.464  0.090
H 15.614 18.298 12.919  0.102
H 21.603 14.563 13.706  0.083
H 19.645 16.406 11.988  0.066
H 17.473 12.169 20.686  0.078
H 10.308 14.569 15.966  0.103
H 13.939 15.420 20.918  0.076
H 17.288 9.743 18.813  0.075
H 18.968 18.526 16.578  0.070
H 19.856 14.790 14.182  0.085
H 25.837 16.693 14.612  0.083
H 20.729 16.791 16.667  0.077
H 23.972 15.593 16.050  0.113
H 18.714 12.805 21.668  0.073
H 26.671 17.230 16.144  0.085
H 12.707 16.812 11.114  0.092
H 17.603 15.873 21.279  0.021
H 13.582 18.155 11.830  0.073
H 25.102 18.652 17.883  0.101
H 16.487 16.274 12.024  0.103
H 22.151 17.538 19.526  0.035
H 17.662 8.035 19.347  0.070
H 21.429 14.017 9.842  0.080
H 23.607 19.125 17.290  0.042
H 23.717 12.503 16.299  0.091
H 18.433 13.510 20.079  0.032
H 14.773 19.304 14.400  0.028
H 16.864 14.017 18.445  0.124
H 15.661 20.679 14.524  0.046
H 22.200 21.226 17.167  0.140
H 14.096 16.257 17.031  0.054
H 12.184 15.038 20.821  0.069
H 16.494 16.574 18.018  0.121
H 19.375 15.218 9.984  0.111
H 17.881 21.547 18.433  0.074
H 14.776 14.946 15.992  0.073
H 23.401 20.155 19.179  0.074
H 11.918 17.445 13.670  0.129
H 16.520 15.993 15.088  0.044
H 14.189 21.297 16.692  0.104
H 16.987 19.279 10.998  0.056
H 18.335 10.675 14.423  0.071
H 21.270 23.139 18.429  0.062
H 13.207 13.245 14.851  0.089
H 15.999 12.554 14.014  0.105
H 22.808 13.908 18.414  0.077
H 18.810 13.361 16.082  0.066
H 13.757 9.461 11.918  0.097
H 17.868 11.279 12.777  0.083
H 13.635 12.495 13.203  0.075
H 14.555 19.991 19.425  0.113
H 15.398 20.160 11.136  0.082
H 16.801 8.290 17.865  0.067
H 12.182 20.090 17.594  0.086
H 22.255 11.475 16.694  0.078
H 8.855 15.577 17.670  0.077
H 12.336 12.317 18.760  0.079
H 14.556 16.451 14.374  0.013
H 20.153 8.121 19.442  0.130
H 23.376 8.457 17.675  0.095
H 22.366 21.272 20.239  0.075
H 20.189 9.870 18.860  0.119
H 22.475 16.600 20.948  0.094
H 11.586 14.169 17.111  0.091
H 15.505 11.381 16.305  0.074
H 21.732 15.531 15.838  0.066
H 18.383 12.394 14.051  0.039
H 20.439 13.222 13.687  0.076
H 17.092 19.249 20.387  0.058
H 18.455 19.318 18.114  0.069
H 16.981 20.804 11.868  0.086
H 16.852 13.904 16.597  0.108
H 21.140 17.773 20.906  0.082
H 20.005 22.256 17.851  0.074
H 10.725 16.810 16.743  0.095
H 9.149 13.934 18.070  0.074
H 20.334 19.732 18.975  0.140
H 11.309 15.281 12.737  0.126
H 13.120 15.575 19.428  0.051
H 17.899 19.955 16.644  0.075
H 14.490 18.831 16.658  0.076
H 18.960 9.176 16.862  0.102
H 15.465 8.826 11.744  0.091
H 16.760 20.491 19.327  0.057
H 19.901 19.137 14.354  0.091
H 17.159 18.525 14.673  0.091
H 16.570 22.327 19.262  0.102
H 22.772 9.799 18.590  0.050
H 19.443 17.568 10.234  0.057
H 17.605 16.862 15.963  0.060
H 17.891 20.052 14.092  0.148
H 14.453 13.297 19.565  0.088
H 14.765 18.466 20.572  0.050
H 20.316 13.791 17.104  0.061
H 15.846 9.473 13.809  0.116
H 14.562 14.624 17.679  0.042



Entry 2:
Molecular formula: C50H32F9I3N2O12S
Method: DFT, ωB97M-V/def2-TZVPD

HOMO energy (eV): -9.270
SMILES: CCOCCOc1c(N=C=O)c2c(c(CC(=O)I)c1[C@H](I)[C@H](C)I)C(=O)N(S(=O)(=O)C(F)(F)C(F)(F)C(F)(F)C(F)(F)F)C2=O.O=C1c2ccccc2C(=O)c2ccccc21.O=C1c2ccccc2C(=O)c2ccccc21
Largest force on an atom (hartree/bohr): 0.0271
ΔE to the lowest compared entry with this formula, charge and spin (kcal/mol): 0.0
M (g mol⁻¹): 1436.6

Each line ends with the Löwdin charge.
Atoms and positions in Å:
I 6.698 -0.692 3.784  1.141
I 7.080 -1.208 -3.333  0.846
I 9.162 0.121 -0.367  0.932
S 2.293 -4.677 -2.181  0.771
F -1.262 -5.228 0.813  0.187
F -1.478 -1.812 1.398  0.182
F -0.005 -3.403 -2.323  0.142
F 1.227 -4.550 0.742  0.166
F -0.365 -3.196 2.632  0.196
F -1.892 -3.576 -0.473  0.169
F 0.786 -2.527 0.097  0.157
F -0.043 -5.443 -1.612  0.149
F -2.455 -3.509 2.261  0.199
O 5.299 -4.036 -2.606  0.158
O 1.976 -5.256 -3.440  -0.213
O 1.858 1.966 -1.352  0.228
O -6.478 5.341 1.460  0.108
O -4.860 0.218 -6.057  0.110
O 4.488 0.576 1.896  -0.091
O 4.025 -2.034 3.285  -0.269
O -6.296 0.503 -0.899  0.096
O 3.003 -5.461 -1.225  -0.224
O 1.683 -1.372 -2.292  0.174
O -1.201 4.535 1.952  0.100
O 8.495 -3.562 -2.355  0.042
N 3.124 -3.232 -2.422  0.004
N 2.387 0.257 0.227  0.213
C -5.288 5.156 1.601  -0.276
C -4.340 6.304 1.702  -0.082
C 7.691 -2.795 -1.972  -0.816
C 7.053 -0.840 1.669  -0.655
C -2.502 -0.982 -1.820  -0.050
C -3.747 -0.486 -1.478  0.011
C -4.842 7.598 1.662  -0.003
C -2.846 2.277 1.833  0.001
C -3.347 3.570 1.787  -0.083
C 7.907 0.406 1.331  -0.858
C -6.925 0.803 -3.151  -0.080
C -4.271 -0.194 -3.810  -0.079
C -2.398 4.715 1.867  -0.278
C 0.586 -4.266 -1.511  -0.462
C -8.200 1.236 -2.810  -0.002
C 4.336 -4.426 3.304  -0.045
C 4.557 -3.304 -2.044  -0.385
C -2.141 -1.096 -3.159  -0.038
C -2.967 6.094 1.847  -0.083
C -2.617 8.467 1.941  -0.058
C -5.195 0.252 -4.893  -0.276
C -4.725 3.778 1.684  -0.078
C -8.707 1.571 -5.136  -0.056
C -3.982 8.676 1.781  -0.057
C 3.642 -3.229 3.946  -0.256
C 5.914 -2.061 -0.229  -0.117
C 2.999 -1.084 3.078  -0.204
C 3.628 -1.533 -0.900  -0.020
C -9.089 1.616 -3.800  -0.056
C 2.157 1.129 -0.606  -0.245
C 5.843 -1.088 0.791  -0.094
C -5.591 2.693 1.650  0.006
C -5.087 1.405 1.706  -0.063
C 4.775 -2.287 -1.000  -0.085
C 0.433 -3.815 -0.041  -0.372
C 4.642 -0.371 0.938  -0.177
C -3.023 -0.700 -4.151  0.009
C -2.109 7.180 1.970  -0.004
C -6.547 0.743 -4.494  -0.081
C -1.027 -3.961 0.472  -0.360
C -5.980 0.410 -2.068  -0.262
C 7.158 1.718 1.238  -0.177
C 2.641 -1.959 -1.906  -0.355
C -1.321 -3.083 1.726  -0.572
C 3.559 -0.544 0.057  -0.093
C 7.124 -2.896 -0.549  -0.127
C 3.583 0.296 2.991  -0.173
C -3.714 1.200 1.792  -0.064
C -4.639 -0.098 -2.467  -0.075
C -7.439 1.136 -5.483  -0.002
H 5.158 -4.072 2.691  0.068
H 4.130 0.503 3.905  0.071
H -1.171 -1.489 -3.430  0.098
H 7.711 -1.692 1.604  0.041
H -10.083 1.949 -3.533  0.107
H -3.320 0.192 1.830  0.094
H -2.751 -0.776 -5.194  0.123
H -1.812 -1.268 -1.044  0.082
H 2.564 -3.368 3.907  0.109
H 2.396 -1.365 2.217  0.111
H 8.602 0.487 2.157  0.025
H -1.049 7.006 2.090  0.119
H -5.905 7.749 1.541  0.120
H 3.634 -4.990 2.699  0.066
H -7.133 1.094 -6.519  0.121
H -4.037 -0.393 -0.442  0.099
H -9.401 1.873 -5.908  0.107
H 2.763 1.010 2.949  0.129
H 2.311 -1.067 3.928  0.139
H 4.691 -5.108 4.071  0.074
H 7.882 2.527 1.294  0.077
H 6.607 1.826 0.309  0.078
H -5.759 0.560 1.679  0.106
H -8.486 1.271 -1.768  0.120
H -4.375 9.684 1.753  0.107
H 6.858 -3.948 -0.469  0.144
H -1.948 9.312 2.041  0.107
H -1.778 2.125 1.903  0.117
H 6.508 1.831 2.099  0.053
H -6.655 2.865 1.579  0.123
H 7.973 -2.688 0.085  0.082
H 3.904 -3.141 5.002  0.118



Entry 3:
Molecular formula: C50H34BBaF4N11O
Method: DFT, ωB97M-V/def2-TZVPD

HOMO energy (alpha / beta) (eV): -2.167 / -2.167
Largest force on an atom (hartree/bohr): 0.0372
Net charge: -2
ΔE to the lowest compared entry with this formula, charge and spin (kcal/mol): 0.0
M (g mol⁻¹): 1029.0

Each line ends with the Löwdin charge.
Atoms and positions in Å:
Ba 0.111 0.416 1.169  2.083
F -1.976 2.148 2.400  -0.004
F -3.234 3.474 3.786  0.089
F -3.334 3.779 1.503  0.100
F -4.266 1.900 2.459  0.104
O 1.149 0.905 3.297  -0.325
N 0.881 1.931 -0.662  -0.119
N 2.880 4.217 6.182  0.083
N 0.398 -0.048 -3.001  0.176
N -1.348 -2.709 -2.279  0.204
N -3.179 -2.736 -3.687  0.132
N 4.722 1.010 3.743  0.107
N 0.221 2.500 4.589  0.180
N -0.508 -2.004 0.759  -0.117
N -1.903 -0.819 -3.593  0.116
N 2.231 -0.668 0.320  -0.086
N -1.883 0.505 -0.390  -0.095
C 0.915 3.796 -1.941  -0.002
C 6.402 2.104 -2.606  -0.099
C -2.238 1.670 -0.967  -0.244
C -1.804 -3.836 1.030  -0.030
C -4.120 0.417 -0.741  -0.002
C -2.949 -0.303 -0.227  -0.247
C -3.049 4.798 -4.036  -0.098
C 0.319 -3.030 1.059  -0.261
C -2.200 5.083 -1.407  -0.017
C 5.347 2.730 -0.122  -0.016
C -0.670 -0.409 -3.248  -0.381
C -2.917 -1.626 0.292  -0.067
C -2.102 -2.051 -3.179  -0.522
C -6.715 -3.614 0.657  -0.112
C -2.017 3.866 -2.058  -0.216
C -2.801 6.147 -2.065  -0.086
C 4.494 -0.733 0.229  -0.004
C -4.240 -2.317 0.409  -0.202
C 4.622 1.915 -0.987  -0.225
C 3.077 -5.008 0.405  -0.040
C -4.787 -2.581 1.663  -0.019
C -3.223 6.010 -3.381  -0.116
C 2.612 -1.898 0.719  -0.244
C 2.998 -5.990 2.994  -0.092
C 5.163 1.604 -2.230  -0.034
C 1.745 -2.977 1.067  -0.056
C -6.011 -3.224 1.788  -0.085
C -1.790 -2.413 0.709  -0.285
C -2.452 3.733 -3.374  -0.037
C 7.118 2.919 -1.739  -0.115
C -1.360 2.721 -1.357  -0.045
C -4.962 -2.708 -0.713  -0.050
C 3.682 -6.220 0.707  -0.096
C 2.421 -4.271 1.388  -0.216
C 2.203 3.422 -1.734  -0.003
C 0.067 2.813 -1.259  -0.245
C 2.172 2.205 -0.922  -0.248
C 3.282 1.391 -0.574  -0.047
C 2.762 3.327 5.449  -0.280
C -6.186 -3.353 -0.599  -0.093
C 6.588 3.229 -0.494  -0.087
C -0.510 -4.215 1.239  -0.022
C 3.645 -6.716 2.003  -0.114
C 1.316 1.846 4.112  -0.545
C 2.392 -4.779 2.685  -0.030
C 3.304 0.080 -0.005  -0.236
C 3.762 1.546 4.101  -0.253
C -3.685 1.613 -1.196  0.006
C 4.073 -1.942 0.674  -0.011
C 2.613 2.232 4.566  -0.225
B -3.232 2.834 2.536  -1.244
H 8.087 3.307 -2.031  0.088
H 4.118 -7.661 2.240  0.089
H -1.897 5.171 -0.372  0.122
H -3.376 4.678 -5.062  0.091
H 3.105 -4.620 -0.606  0.121
H -3.606 -3.403 -3.066  0.073
H -0.510 -2.260 -1.931  0.100
H -3.693 6.842 -3.892  0.087
H -2.311 2.782 -3.874  0.119
H 3.093 3.903 -2.111  0.101
H 4.690 -2.778 0.966  0.100
H 0.346 3.371 5.078  0.089
H -0.153 -5.205 1.479  0.096
H -6.418 -3.408 2.774  0.097
H 7.139 3.859 0.194  0.097
H 4.596 0.971 -2.903  0.124
H -5.136 0.055 -0.744  0.102
H -1.399 -3.710 -2.218  0.115
H -2.679 -4.468 1.069  0.096
H 6.808 1.856 -3.580  0.092
H 0.564 4.634 -2.523  0.101
H -3.824 -2.133 -4.173  0.099
H 4.934 2.956 0.854  0.122
H 4.181 -6.780 -0.075  0.093
H 2.966 -6.362 4.010  0.095
H -2.948 7.084 -1.541  0.096
H 5.513 -0.408 0.088  0.105
H -0.646 2.394 4.077  0.081
H -4.546 -2.482 -1.682  0.079
H -4.285 2.400 -1.625  0.109
H -7.672 -4.113 0.756  0.090
H -6.729 -3.647 -1.490  0.093
H -4.243 -2.261 2.543  0.127
H 1.890 -4.207 3.456  0.124